DFT (ωB97M-V/def2-TZVPD) results for a single C6H12O molecule.

Each atom is followed by the atoms it is bonded to, with distances in Å.
Geometry (Å):
1 C -1.8876 -1.0692 -0.4270  C2 1.526, H8 1.093, H9 1.096, H10 1.097
2 C -0.7243 -0.0829 -0.3642  C1 1.526, C3 1.535, C4 1.528, H11 1.099
3 C -1.1707 1.2661 0.2172  C2 1.535, H12 1.096, H13 1.097, H14 1.096
4 C 0.3618 -0.8825 0.3549  C2 1.528, O5 1.430, C6 1.449, H15 1.093
5 O 1.1958 -1.5549 -0.5920  C4 1.430, C6 1.428
6 C 1.7802 -0.5928 0.2868  C4 1.449, O5 1.428, C7 1.507, H16 1.089
7 C 2.1421 0.8407 -0.0056  C6 1.507, H17 1.091, H18 1.091, H19 1.097
8 H -2.7246 -0.6909 -1.0185  C1 1.093
9 H -1.5405 -2.0174 -0.8521  C1 1.096
10 H -2.2366 -1.2673 0.5945  C1 1.097
11 H -0.3579 0.0981 -1.3848  C2 1.099
12 H -1.3121 1.2308 1.3032  C3 1.096
13 H -2.1349 1.5411 -0.2279  C3 1.097
14 H -0.4787 2.0852 -0.0116  C3 1.096
15 H 0.0397 -1.4338 1.2414  C4 1.093
16 H 2.4464 -1.0986 0.9835  C6 1.089
17 H 1.9314 1.1558 -1.0291  C7 1.091
18 H 3.1769 1.0480 0.2718  C7 1.091
19 H 1.4935 1.4244 0.6593  C7 1.097

Properties
M	100.16	g/mol
frontier orbital gap	11.2	eV
ΔE to the lowest compared entry with this formula, charge and spin	1.679	eV
E_LUMO	1.071	eV
structure (SMILES)	CC(C)[C@H]1O[C@H]1C
total energy	-8462.6748	eV
2S+1	1

Löwdin population analysis, charges in e, atoms 1 to 5: -0.079 -0.378 -0.070 -0.278 -0.002